1.
The following is a DFT calculation (the ωB97M-V functional and the def2-TZVPD basis) of 2 unconnected molecules or ions with the total composition C3H9O3PS in a non-equilibrium geometry.

SMILES ... CSP(O)CO.C=O
LUMO level ... 0.32 eV

Atoms and positions in Å:
C: -1.341865 2.004781 -0.353065
S: 0.339578 1.437010 0.025514
P: -0.242881 -0.499766 0.735173
O: 1.017231 -1.478956 0.330934
C: 0.179357 -0.358094 2.570335
O: -0.237438 0.855309 3.044131
H: -1.882766 1.118992 -0.902740
H: -1.292142 2.674059 -1.134354
H: -1.808189 2.280501 0.548999
H: 1.148329 -1.674748 -0.625688
H: 1.192201 -0.554678 2.749023
H: -0.417358 -1.031137 3.185421
H: 0.109893 1.553468 2.521843
C: 0.775351 -1.593877 -3.144517
O: 0.458481 -2.486573 -2.428659
H: 0.702418 -1.625359 -4.305519
H: 1.299802 -0.620932 -2.816832

Force components x, y, z for each atom (eV/Å):
-0.24 -4.09 -1.11
0.33 -0.19 0.18
-0.08 -0.63 -0.03
0.48 0.22 -0.41
-1.39 -0.65 -0.70
-1.05 0.93 1.47
0.71 1.39 1.55
0.18 2.21 -1.12
-0.89 0.61 0.63
-0.69 -0.01 0.87
1.81 -0.33 0.11
0.08 -0.71 -0.52
0.66 1.09 -0.87
1.31 1.69 -2.23
-0.18 -0.23 0.56
-0.28 -0.25 1.49
-0.75 -1.04 0.15


2.
The following is a DFT calculation (the ωB97M-V functional and the def2-TZVPD basis) of a molecular structure, C18H30CaNO5P2S in a non-equilibrium geometry.

Net charge ... +1
LUMO level (alpha / beta) ... -5.21 / -5.38 eV

Atoms and positions in Å:
Ca: 0.057582 0.262990 -0.192653
P: 2.387720 -1.267280 0.121214
C: 3.539358 -0.438556 -0.926462
C: 3.122873 0.593491 -1.818259
N: 1.877957 1.184467 -1.684298
C: 1.584969 2.287295 -2.387262
C: 2.355804 2.702827 -3.485797
C: 3.578103 2.068093 -3.719400
C: 3.981250 1.059835 -2.857153
C: 0.312323 3.073364 -2.054838
P: -0.252131 3.027374 -0.278703
H: 4.944882 0.558948 -2.954854
H: 1.974854 3.501295 -4.121313
H: 4.200434 2.367044 -4.567192
H: 0.462342 4.134894 -2.310271
H: -0.514867 2.690770 -2.680735
H: 4.827405 0.994285 0.330048
H: 4.567666 -0.799890 -1.037528
H: 3.694027 2.282853 2.046306
O: 4.996531 1.367530 1.220657
H: 5.890658 1.749594 1.187339
H: 1.216150 1.111551 1.544429
O: 2.857668 2.638862 2.436826
H: 2.201127 1.914075 2.223955
C: 0.512150 4.575107 0.321685
H: 0.139800 5.443878 -0.240163
H: 0.259883 4.671743 1.386417
H: 1.602985 4.475056 0.238204
C: -2.002029 3.518352 -0.479532
H: -2.435544 3.584424 0.527850
H: -2.098062 4.486835 -0.986495
H: -2.538747 2.741609 -1.043248
C: 2.035079 -2.890233 -0.662925
H: 2.949410 -3.500664 -0.673705
H: 1.241044 -3.400526 -0.096272
H: 1.683404 -2.727656 -1.691570
C: 3.295255 -1.755302 1.634144
H: 2.610141 -2.355586 2.255337
H: 4.195697 -2.341566 1.397934
H: 3.561822 -0.842666 2.185613
C: -6.985792 -4.263634 1.603689
C: -5.704740 -3.521207 1.356932
C: -5.129919 -2.792933 2.406226
C: -3.901448 -2.168982 2.227974
C: -3.241154 -2.292112 0.999769
C: -3.841789 -2.935880 -0.084802
C: -5.075546 -3.553707 0.108941
S: -1.549430 -1.746659 0.946494
O: -1.545250 -0.312606 1.401770
O: -0.792355 -2.663607 1.762936
O: -1.129066 -1.740224 -0.500263
H: -6.858131 -5.005702 2.403970
H: -7.782193 -3.575845 1.916814
H: -7.303764 -4.784850 0.695835
H: -5.644747 -2.737178 3.367437
H: -3.462123 -1.593491 3.039873
H: -3.360892 -2.961808 -1.060269
H: -5.568630 -4.098090 -0.700654

Force components x, y, z for each atom (eV/Å):
-0.69 -0.60 -0.24
-0.55 -0.74 1.26
0.40 0.20 -1.11
-0.13 0.61 -0.74
0.33 0.50 0.51
-0.30 -0.36 -0.19
0.34 -0.14 0.25
-0.27 0.05 -0.08
0.08 -0.42 0.45
0.04 -0.33 -0.28
0.00 1.02 -0.47
-0.20 0.27 -0.13
0.28 -0.13 0.19
-0.17 -0.12 0.36
-0.07 -0.40 -0.14
0.24 0.18 0.14
0.19 0.39 0.72
-0.24 0.12 0.00
-0.63 0.30 0.32
0.46 -0.21 -0.76
-0.41 -0.20 0.03
0.08 -0.05 0.14
-0.30 -1.05 -0.70
0.86 1.02 0.55
0.11 -0.35 0.43
0.14 -0.30 0.14
0.17 0.15 -0.27
-0.27 0.16 0.10
-0.07 -0.13 0.11
-0.02 0.01 -0.32
0.00 -0.24 0.09
0.03 0.27 0.19
0.19 -0.05 -0.34
-0.28 0.10 -0.06
0.26 0.29 -0.10
0.07 -0.14 0.28
0.00 0.21 0.00
0.24 0.20 -0.27
-0.26 0.19 0.11
0.05 -0.34 -0.09
-0.20 -0.09 -0.07
0.12 0.07 0.11
0.25 0.08 -0.31
-0.12 -0.15 -0.04
-0.06 0.08 -0.03
0.09 0.05 0.25
-0.15 0.00 0.25
-1.12 -0.20 -0.40
0.60 -0.77 -0.25
0.11 0.57 -0.21
0.16 0.33 0.72
-0.02 0.18 -0.21
0.14 -0.18 -0.09
-0.06 0.06 0.20
0.18 0.03 -0.27
0.06 -0.20 -0.15
0.05 -0.05 0.29
0.27 0.23 0.17


3.
The following is a DFT calculation (the ωB97M-V functional and the def2-TZVPD basis) of 3 unconnected molecules or ions with the total composition C2H9O2S in a non-equilibrium geometry.

<S²> ... 0.753
LUMO level (alpha / beta) ... 0.73 / -2.82 eV
Spin multiplicity ... 2

Atoms and positions in Å:
C: 1.841904 1.073409 -0.014491
C: 1.144166 -0.252811 -0.071726
S: -0.106873 -0.254188 -1.401970
H: 2.123542 1.361514 -1.031673
H: 1.189727 1.832171 0.429410
H: 2.807468 1.172069 0.485430
H: 1.889922 -1.038134 -0.273624
H: 0.725162 -0.549260 0.890336
H: -3.030250 1.232649 -0.303719
H: -1.685669 0.676887 -0.215339
O: -2.245093 1.274851 0.290526
H: -1.814000 -1.975814 1.119502
H: -1.102129 -2.043526 -0.226289
O: -1.737875 -2.509816 0.323625

Force components x, y, z for each atom (eV/Å):
0.43 1.40 -0.49
0.33 -0.72 0.19
0.90 -0.22 0.23
-0.41 0.22 -0.02
0.07 0.01 -0.30
-0.18 -0.78 0.56
-0.35 0.01 -0.43
-0.31 0.14 -0.08
0.44 0.37 0.90
0.46 -0.29 0.22
-1.15 -0.04 -0.91
-0.05 0.05 0.01
-0.05 0.17 -0.12
-0.12 -0.32 0.23


4.
The following is a DFT calculation (the ωB97M-V functional and the def2-TZVPD basis) of 2 unconnected molecules or ions with the total composition C24H23N3O3 in a non-equilibrium geometry.

LUMO level ... -1.59 eV

Atoms and positions in Å:
O: -2.726123 1.386664 2.347381
C: -1.482965 1.212781 2.371873
C: -0.405360 2.066514 1.747246
N: -0.719785 3.055875 0.770994
O: 0.258236 3.681638 0.271828
O: -1.892551 3.280194 0.428924
C: 0.953922 1.895355 2.046259
C: 1.376997 0.912939 2.944191
C: 0.420937 -0.007215 3.428840
C: -0.920080 0.074792 3.079268
H: 1.698044 2.545791 1.574590
H: 2.435267 0.833714 3.245949
H: 0.732692 -0.814009 4.096182
H: -1.638049 -0.676970 3.416004
C: -9.041161 -0.889793 -1.092170
N: -9.141220 0.148903 -0.081121
C: -10.363005 0.923070 -0.124733
C: -8.073114 0.506466 0.761066
C: -7.107620 1.458244 0.345091
C: -6.014401 1.744954 1.151891
C: -5.833098 1.123329 2.418923
C: -4.728346 1.529075 3.267033
C: -4.514880 2.880702 3.570310
C: -3.472602 3.354505 4.473666
C: -2.584349 2.708330 5.310465
C: -1.731313 3.481186 6.114328
C: -1.779382 4.893183 6.090113
C: -2.692912 5.555623 5.254279
C: -3.535662 4.768544 4.481132
N: -4.573579 5.153820 3.621198
C: -5.007044 6.517553 3.352434
C: -5.165995 4.041722 3.093889
C: -6.798852 0.152212 2.810226
C: -7.902637 -0.131359 2.018690
H: -8.076212 -1.403645 -1.014493
H: -9.858030 -1.612712 -0.962382
H: -9.147615 -0.457178 -2.097197
H: -10.341070 1.703392 0.643890
H: -10.488614 1.381064 -1.113963
H: -11.220120 0.260226 0.044381
H: -7.218194 1.935237 -0.634493
H: -5.267932 2.486048 0.849250
H: -4.267926 0.788546 3.920949
H: -2.567002 1.611290 5.293277
H: -1.006466 2.975577 6.752197
H: -1.110887 5.455570 6.749468
H: -2.761240 6.640446 5.225226
H: -4.373529 7.197533 3.914992
H: -4.935535 6.763732 2.287559
H: -6.051901 6.642455 3.651792
H: -6.022006 4.111925 2.438845
H: -6.693549 -0.325073 3.792930
H: -8.632468 -0.890855 2.322481

Force components x, y, z for each atom (eV/Å):
-0.19 0.44 -1.04
2.07 -0.25 -0.05
-1.44 -1.10 0.66
0.50 1.41 -1.08
-1.78 -0.71 0.50
1.28 -0.34 0.53
0.47 -0.60 0.72
-0.09 0.25 -0.22
-0.45 0.08 -0.24
0.37 0.57 0.25
-0.54 -0.22 0.21
-0.71 0.05 -0.31
-0.01 0.14 -0.26
0.21 0.23 0.03
0.12 0.29 0.33
-0.40 -0.18 0.02
0.35 -0.12 0.05
0.96 0.04 0.30
-0.37 -0.56 0.29
0.22 0.29 0.76
-0.91 -0.38 -1.48
-0.61 0.75 1.02
0.38 -0.13 0.11
-0.48 0.97 0.08
0.54 -0.14 0.19
-0.26 -0.01 -0.33
-0.36 -0.38 -0.27
0.25 -0.17 0.39
0.22 -0.62 0.01
-0.86 -1.25 -0.82
-0.19 0.01 -0.12
0.96 0.46 0.67
0.76 0.42 0.40
0.05 0.23 -0.74
-0.27 0.09 -0.05
0.17 -0.07 -0.04
0.14 -0.10 -0.01
-0.09 -0.17 -0.19
-0.10 0.17 0.05
-0.10 0.17 0.06
0.04 -0.19 0.40
-0.15 -0.43 -0.10
-0.23 0.22 -0.20
0.29 0.51 0.19
-0.22 0.18 -0.12
-0.28 -0.15 -0.38
0.13 -0.20 0.10
-0.12 0.02 -0.04
0.17 -0.17 0.19
0.20 0.03 0.11
0.08 0.11 0.03
-0.01 0.08 -0.46
0.29 0.40 -0.09